ORCA calculation (the ωB97M-V functional and the def2-TZVPD basis) on a molecular structure, C6H3Cl2NO3RhRuS in a non-equilibrium geometry.

**Energy relative to the best compared isomer or geometry (same formula, charge and spin)**: 58.8 kJ/mol
**Lowest unoccupied orbital energy (alpha / beta)**: -15.763 / -19.749 eV
**Net charge**: +4
**Spin multiplicity**: 10
**HOMO (alpha / beta)**: -20.8 / -23.2 eV
**Electronic energy**: -55313.315 eV
**Orbital gap (alpha / beta)**: 0.187 / 0.129 Eh
**Expectation value of S²**: 24.7993

Last column: Löwdin charge in e.
Cartesian coordinates (Å):
Rh (-0.0543, -0.9499, -4.6134)  0.85
Ru (0.0206, -0.7390, 1.2261)  1.22
Cl (-0.5945, 0.8428, -3.2295)  0.19
Cl (-0.1893, -1.9678, -0.6329)  0.33
C (-0.6249, -1.9693, 2.3571)  -0.22
C (-0.5285, 0.0264, -6.0916)  -0.23
C (0.3837, -2.3920, -5.6409)  -0.18
O (-1.0652, -2.7667, 3.1080)  0.30
O (-0.8360, 0.6596, -7.0180)  0.25
O (0.6731, -3.3140, -6.2991)  0.25
S (-0.6790, 2.7935, 3.2836)  1.36
C (0.7240, 2.3006, 4.1600)  -0.11
C (1.1873, 1.0827, 3.7407)  0.07
N (0.3763, 0.5530, 2.6945)  -0.20
C (-0.6391, 1.3540, 2.3441)  -0.34
H (1.1601, 2.8769, 4.9653)  0.15
H (2.0479, 0.5240, 4.0827)  0.18
H (-1.3623, 1.0851, 1.5632)  0.12